[1]
The following is a quantum chemistry calculation of the ion C11H12N with charge +1, from OMol25.

Calculated values
- Total charge: +1
- E_tot: -480.77314 Eh
- 2S+1: 1
- LUMO energy: -5.644 eV

Atoms and positions in Å:
C -2.958 -0.473 0.052
C -2.745 0.919 0.105
C -1.893 -1.389 0.008
C -1.417 1.438 0.204
C -0.593 -0.886 0.058
C -0.384 0.484 0.194
C 1.560 -1.255 1.048
C 1.837 0.079 1.157
C 0.673 -1.641 -0.078
C 1.032 0.858 0.300
C 1.472 2.035 -0.377
N 1.330 -0.990 -1.276
H -3.936 -0.899 0.181
H -3.622 1.595 0.220
H -2.256 -2.413 -0.094
H -1.121 2.435 0.264
H 2.262 -1.925 1.381
H 2.516 0.393 1.945
H 0.609 -2.711 -0.205
H 2.394 1.779 -0.727
H 1.716 2.930 0.378
H 0.679 2.347 -1.035
H 2.168 -1.513 -1.671
H 0.677 -1.194 -2.030



[2]
The following is a quantum chemistry calculation of a structure of composition C47H36GeN3O2PtS2, from OMol25.

Calculated values
- Expectation value of S²: 3.80
- E_tot: -5119.98125 Eh
- 2S+1: 4
- LUMO energy (spin up / spin down): 0.006 / -2.098 eV

Atoms and positions in Å:
Pt 0.663 0.438 1.215
C -0.698 -5.318 -3.504
C -0.811 -4.586 -2.197
C 0.304 -4.002 -1.607
C 0.195 -3.309 -0.411
C -1.047 -3.185 0.189
C -2.173 -3.780 -0.367
C -2.045 -4.482 -1.551
S -1.168 -2.238 1.664
O 0.078 -2.373 2.362
O -2.404 -2.566 2.318
N -1.201 -0.651 1.176
C -2.328 0.065 0.989
C -3.653 -0.467 0.742
C -4.701 0.384 0.606
C -4.525 1.781 0.729
C -3.260 2.355 0.963
C -3.038 3.730 1.117
C -1.723 4.177 1.409
C -0.702 3.286 1.464
N -0.891 1.941 1.223
C -2.147 1.474 1.050
H 0.317 -5.269 -3.895
H -1.370 -4.887 -4.249
H -0.969 -6.369 -3.388
H 1.270 -4.071 -2.091
H 1.062 -2.858 0.051
H -3.128 -3.711 0.134
H -2.917 -4.952 -1.990
H -3.789 -1.532 0.668
H -5.689 -0.007 0.404
H -5.380 2.439 0.631
H -3.866 4.424 1.060
H -1.522 5.223 1.594
H 0.316 3.578 1.686
S 2.302 0.737 5.498
C 0.643 0.293 5.751
C -0.018 0.049 6.950
C -1.359 -0.271 6.896
C -2.031 -0.339 5.670
C -1.376 -0.096 4.481
C -0.019 0.214 4.522
N 0.800 0.490 3.436
C 2.014 0.785 3.794
C 3.008 1.130 2.784
C 4.310 1.465 3.142
C 5.228 1.806 2.167
C 4.825 1.810 0.839
C 3.524 1.473 0.487
C 2.568 1.118 1.440
H 0.504 0.109 7.896
H -1.898 -0.469 7.813
H -3.083 -0.591 5.652
H -1.899 -0.147 3.538
H 4.607 1.458 4.185
H 6.242 2.068 2.437
H 5.530 2.077 0.061
H 3.268 1.499 -0.561
C -3.617 -0.140 -3.060
C -2.741 -1.211 -2.950
C -1.475 -1.021 -2.412
C -1.056 0.237 -1.980
C -1.945 1.304 -2.108
C -3.217 1.119 -2.636
Ge 0.734 0.500 -1.209
C 1.894 -0.876 -2.001
C 2.958 -1.432 -1.292
C 3.810 -2.356 -1.884
C 3.608 -2.741 -3.203
C 2.551 -2.200 -3.923
C 1.704 -1.275 -3.325
C 1.365 2.198 -1.990
C 0.887 3.433 -1.553
C 1.323 4.619 -2.128
C 2.254 4.592 -3.157
C 2.739 3.373 -3.606
C 2.298 2.190 -3.027
H -4.606 -0.285 -3.476
H -3.042 -2.197 -3.283
H -0.800 -1.866 -2.345
H -1.649 2.299 -1.794
H -3.892 1.962 -2.719
H 3.125 -1.142 -0.259
H 4.631 -2.775 -1.316
H 4.273 -3.458 -3.668
H 2.388 -2.494 -4.953
H 0.884 -0.860 -3.900
H 0.166 3.481 -0.747
H 0.937 5.565 -1.769
H 2.599 5.515 -3.605
H 3.466 3.341 -4.409
H 2.698 1.249 -3.388



[3]
The following is a quantum chemistry calculation of the molecule C15H20O6, from OMol25.

Calculated values
- Structure (SMILES): C=CC(=O)OCC(CC)(COC(=O)C=C)COC(=O)C=C
- E_tot: -1034.98583 Eh
- 2S+1: 1
- LUMO energy: 0.522 eV

Atoms and positions in Å:
C -5.922 -0.596 0.565
C -4.762 0.034 0.676
C -3.648 -0.245 -0.255
O -3.687 -1.028 -1.172
O -2.579 0.500 0.060
C -1.404 0.359 -0.730
C -0.229 -0.146 0.130
C 0.976 -0.325 -0.808
H 0.762 -1.098 -1.551
H 1.193 0.613 -1.329
O 2.144 -0.682 -0.086
C 2.666 -1.900 -0.289
O 2.230 -2.707 -1.071
C 3.848 -2.101 0.577
C 4.527 -3.239 0.557
H 5.389 -3.407 1.180
H 4.223 -4.038 -0.098
H 4.104 -1.267 1.212
C 0.076 0.913 1.228
H 0.284 0.418 2.179
H -0.796 1.565 1.339
O 1.231 1.707 0.998
C 1.142 2.746 0.162
O 0.140 3.059 -0.435
C 2.439 3.454 0.077
C 2.586 4.527 -0.686
H 3.520 5.055 -0.764
H 1.752 4.903 -1.257
H 3.236 3.032 0.669
C -0.581 -1.469 0.841
C -0.957 -2.637 -0.066
H -1.813 -2.403 -0.693
H -0.125 -2.936 -0.697
H -1.224 -3.491 0.554
H 0.280 -1.763 1.448
H -1.411 -1.266 1.523
H -1.607 -0.327 -1.557
H -1.168 1.352 -1.123
H -4.561 0.776 1.434
H -6.746 -0.409 1.231
H -6.067 -1.327 -0.214



[4]
The following is a quantum chemistry calculation of the ion C5H15N2O with charge +2, from OMol25.

Calculated values
- Expectation value of S²: 0.75
- Total charge: +2
- E_tot: -383.53012 Eh
- 2S+1: 2
- LUMO energy (spin up / spin down): -7.226 / -12.224 eV

Atoms and positions in Å:
N -1.748 0.354 -1.113
C -0.551 0.256 -0.126
C -1.054 -0.285 1.229
C -0.412 0.459 2.379
O 0.809 -0.296 2.595
C 0.437 -0.803 -0.647
N 0.982 -0.538 -1.971
C 1.630 0.708 -2.259
H -1.939 1.297 -1.475
H -2.616 0.093 -0.634
H -1.726 -0.214 -1.961
H -0.194 1.269 -0.102
H -2.149 -0.310 1.259
H -0.812 -1.334 1.289
H -0.987 0.522 3.296
H -0.088 1.451 2.076
H 1.265 0.086 3.355
H 1.239 -0.823 0.115
H -0.058 -1.767 -0.691
H 1.491 -1.351 -2.343
H 0.994 1.599 -2.270
H 2.441 0.870 -1.535
H 2.077 0.660 -3.252



[5]
The following is a quantum chemistry calculation of a cluster of 4 separate species, C2H5N3O3 in total, from OMol25.

Calculated values
- E_tot: -469.02762 Eh
- 2S+1: 1
- LUMO energy (spin up / spin down): -0.194 / -0.081 eV

Atoms and positions in Å:
C 0.739 2.594 -1.913
C -1.153 0.643 0.321
N -0.911 -0.977 2.201
N -0.801 0.184 -0.746
N 0.796 -1.861 0.032
O -0.062 3.323 -1.565
O 1.647 1.940 -2.148
O -1.053 -0.449 3.258
H -1.797 1.487 0.772
H -0.099 -0.727 -0.739
H 1.667 -1.538 -0.030
H 0.716 -2.821 -0.434
H 0.311 -1.797 0.990



[6]
The following is a quantum chemistry calculation of the molecule C5H5NO2, from OMol25.

Calculated values
- Structure (SMILES): NC1=CC(=O)CC1=O
- E_tot: -398.75028 Eh
- 2S+1: 1
- LUMO energy: -0.041 eV

Atoms and positions in Å:
C -0.813 -0.713 0.028
C 0.433 -1.223 -0.080
C 1.504 -0.175 -0.001
C 0.840 1.169 0.106
C -0.660 0.799 0.053
H -2.323 -2.090 0.071
H -2.819 -0.356 -0.219
H 0.821 -2.292 -0.023
H 1.128 1.657 -0.780
H 1.170 1.711 1.011
N -2.108 -1.121 0.078
O 2.712 -0.284 -0.045
O -1.593 1.544 -0.111



[7]
The following is a quantum chemistry calculation of a cluster of 3 separate species, C5H14N3O3 in total, from OMol25.

Calculated values
- Total charge: +1
- E_tot: -588.47508 Eh
- 2S+1: 1
- LUMO energy: -2.873 eV

Atoms and positions in Å:
C 2.217 -0.262 0.296
C -1.647 0.226 -0.767
C -2.844 -1.815 0.187
C 1.673 2.890 -1.270
C -0.682 -0.785 1.226
N -0.499 -1.722 2.207
N 2.447 0.859 -0.494
N -1.593 -0.802 0.244
O 1.861 -0.100 1.439
O 2.513 -1.364 -0.318
O 1.451 1.828 -0.492
H -0.876 0.970 -0.769
H -1.803 -0.034 -1.864
H -2.481 0.866 -0.408
H -3.674 -1.184 0.409
H -3.132 -1.992 -0.777
H -2.812 -2.576 0.863
H 0.963 3.603 -0.896
H 1.523 2.839 -2.379
H 2.751 3.260 -1.096
H -1.062 -2.557 2.230
H 0.174 -1.312 2.870
H 2.673 0.770 -1.544
H 0.225 0.346 0.702
H 2.636 -1.951 0.403



[8]
The following is a quantum chemistry calculation of a structure of composition C37H53AsN3O4P2SZr, from OMol25.

Calculated values
- Total charge: +3
- E_tot: -5269.96466 Eh
- 2S+1: 1
- LUMO energy: -8.693 eV

Atoms and positions in Å:
Zr -0.597 -0.209 0.385
N 1.223 0.605 1.579
C 2.590 0.069 1.513
C 3.461 0.332 2.559
C 4.759 -0.147 2.499
C 5.189 -0.872 1.392
C 4.314 -1.128 0.353
C 2.993 -0.673 0.413
P 1.830 -0.968 -0.936
C 1.706 -2.770 -1.156
C 0.947 -3.285 -2.216
C 0.774 -4.652 -2.363
C 1.351 -5.525 -1.448
C 2.100 -5.023 -0.396
C 2.277 -3.654 -0.246
C 2.722 -0.300 -2.382
C 2.783 -0.951 -3.613
C 3.485 -0.381 -4.667
C 4.135 0.832 -4.503
C 4.104 1.472 -3.270
C 3.404 0.909 -2.216
H 1.258 1.614 1.418
H 0.901 0.476 2.541
H 3.132 0.908 3.416
H 5.442 0.054 3.313
H 6.206 -1.235 1.343
H 4.648 -1.686 -0.514
H 0.518 -2.628 -2.966
H 0.207 -5.039 -3.199
H 1.224 -6.592 -1.565
H 2.559 -5.698 0.314
H 2.857 -3.288 0.589
H 2.323 -1.916 -3.759
H 3.537 -0.901 -5.614
H 4.689 1.266 -5.325
H 4.646 2.397 -3.124
H 3.430 1.392 -1.248
C -3.552 -0.248 3.489
As -2.581 1.309 2.989
C -3.777 2.738 2.607
C -1.330 1.783 4.344
O -1.689 0.986 1.546
H -4.214 0.016 4.314
H -2.845 -1.010 3.813
H -4.134 -0.596 2.637
H -4.379 2.929 3.496
H -4.428 2.446 1.784
H -3.214 3.633 2.353
H -1.882 2.052 5.245
H -0.742 2.638 4.015
H -0.700 0.918 4.547
O -0.109 -1.219 3.262
S 0.034 -2.551 2.672
O 1.318 -3.153 2.697
N -0.582 -2.303 1.140
C -1.938 -2.397 1.256
O -2.631 -1.581 0.614
C -2.363 -3.343 2.303
C -3.588 -3.952 2.506
C -3.712 -4.805 3.600
C -2.648 -5.022 4.469
C -1.416 -4.392 4.282
C -1.307 -3.568 3.187
H -4.409 -3.796 1.819
H -4.648 -5.317 3.772
H -2.775 -5.695 5.306
H -0.590 -4.556 4.962
N -1.342 -1.155 -1.610
H -1.010 -2.123 -1.629
H -1.048 -0.727 -2.484
H -2.358 -1.200 -1.619
C -3.368 1.429 -1.635
C -2.473 2.620 -1.278
C -2.860 3.858 -2.086
P -0.670 2.182 -1.261
C 0.111 3.671 -0.464
C -0.416 3.974 0.938
C 1.639 3.596 -0.476
C 0.096 2.211 -2.954
C -0.332 1.075 -3.886
C 0.002 3.549 -3.696
H -4.411 1.749 -1.651
H -3.296 0.627 -0.893
H -3.150 1.028 -2.625
H -2.645 2.834 -0.218
H -2.881 3.646 -3.154
H -2.199 4.707 -1.917
H -3.867 4.166 -1.801
H -0.180 4.512 -1.097
H -0.201 3.172 1.649
H -1.492 4.148 0.941
H 0.058 4.883 1.310
H 2.018 2.663 -0.049
H 2.052 4.419 0.106
H 2.046 3.674 -1.484
H 1.149 2.036 -2.711
H -1.413 1.021 -4.026
H 0.069 0.112 -3.565
H 0.100 1.250 -4.872
H -0.975 3.687 -4.154
H 0.737 3.543 -4.501
H 0.216 4.416 -3.075



[9]
The following is a quantum chemistry calculation of a structure of composition C3H16BKN6O3, from OMol25.

Calculated values
- E_tot: -1303.04112 Eh
- 2S+1: 1
- LUMO energy: -0.022 eV

Atoms and positions in Å:
K 1.014 -0.569 0.342
B 3.453 0.340 -0.971
H 3.784 0.714 0.084
H 3.313 -0.800 -0.841
H 2.454 0.870 -1.208
H 4.226 0.738 -1.741
C -2.617 -0.456 1.134
O -1.489 -0.095 1.502
N -3.745 0.019 1.717
N -2.799 -1.410 0.179
H -3.597 0.489 2.593
H -4.637 -0.315 1.418
H -3.698 -1.738 -0.106
H -1.975 -1.857 -0.198
C -0.088 -2.617 -2.499
O -0.469 -2.322 -1.354
N 0.894 -3.546 -2.748
N -0.484 -1.879 -3.569
H 0.737 -4.147 -3.535
H 1.281 -3.794 -1.846
H 0.000 -2.107 -4.422
H -1.420 -1.519 -3.621
C 0.904 2.770 2.410
O 1.328 1.700 1.987
N -0.439 3.045 2.514
N 1.736 3.806 2.659
H -1.020 2.367 2.040
H -0.718 4.001 2.388
H 1.353 4.688 2.938
H 2.718 3.626 2.755



[10]
The following is a quantum chemistry calculation of the molecule C4H4O5, from OMol25.

Calculated values
- Structure (SMILES): O=C(O)[C@H]1O[C@@H]1C(=O)O
- E_tot: -530.91811 Eh
- 2S+1: 1
- LUMO energy: 0.073 eV

Atoms and positions in Å:
C -1.336 -0.676 -1.210
C -0.018 -0.013 -0.715
C -0.070 0.272 0.741
C 1.338 0.294 1.463
H -1.067 -0.765 -3.182
H 0.855 -0.293 -1.076
H -0.813 0.235 1.215
H 1.922 1.509 0.161
O -1.142 -1.348 -2.336
O -2.329 -0.476 -0.641
O -0.227 1.306 -0.217
O 2.198 1.119 1.026
O 1.452 -0.595 2.319



Relative energy (zero: lowest compared OMol25 entry of this formula, charge and spin), respectively: 46.8, 1.0, 43.1, 50.3, 108.6, 17.7, 125.1, 18.7, 1.9, 68.1 kcal/mol.